C50H54N2O3P | ωB97M-V/def2-TZVPD

Positions of all 110 atoms, in Å:
1 C 5.530 -1.607 -1.074
2 H 3.866 -0.597 -5.476
3 C 5.159 -2.930 -0.866
4 C -2.865 7.622 -1.808
5 H 2.668 3.899 3.127
6 H 0.671 3.521 1.717
7 H 4.752 -13.445 4.728
8 C 1.662 3.334 1.317
9 C -7.139 10.743 -6.498
10 C -6.909 10.478 -5.154
11 H -1.596 4.681 0.988
12 H 4.926 3.460 2.216
13 C -5.816 8.827 -7.103
14 C 4.106 -12.593 2.866
15 C -5.590 8.559 -5.759
16 C -1.649 -2.840 2.985
17 C -1.231 7.475 -3.571
18 C 4.335 -12.574 4.236
19 H 1.354 2.188 -3.404
20 C -2.512 7.801 -3.141
21 H 4.349 -13.476 2.288
22 H -1.771 -5.890 5.145
23 H -2.042 -2.242 3.798
24 C 3.443 -0.873 -0.123
25 C -1.938 7.113 -0.908
26 C -0.641 -4.375 0.897
27 N -2.427 4.102 0.872
28 C 3.113 0.183 -5.496
29 C -0.606 -3.729 3.216
30 H -6.764 10.130 -8.521
31 H -2.096 -3.381 -0.331
32 H 0.704 -5.198 2.355
33 C 1.807 2.885 0.011
34 H 3.390 -11.491 1.168
35 H 0.443 2.973 -5.564
36 H -7.335 11.122 -4.393
37 H 6.489 -1.378 -1.524
38 C 4.051 3.302 1.596
39 H -2.064 0.297 1.275
40 O -4.585 5.649 2.565
41 C -0.167 -8.086 7.168
42 H -4.554 0.944 3.566
43 H -4.990 7.704 -5.471
44 H -3.066 4.541 0.214
45 H 2.119 -2.425 0.548
46 C 4.198 2.856 0.288
47 C -1.681 -3.482 0.665
48 H -2.215 6.969 0.131
49 C 3.075 2.649 -0.504
50 H 5.187 2.670 -0.113
51 H -1.366 -6.344 7.543
52 C -0.615 -7.571 4.475
53 C -0.940 -6.995 6.789
54 H 4.213 -11.422 6.044
55 C 0.154 -8.664 4.855
56 C -0.656 6.791 -1.336
57 H 0.930 2.718 -0.605
58 C 1.633 1.621 -6.733
59 C 2.783 3.546 2.109
60 H -0.958 7.612 -4.611
61 H 3.072 0.406 -3.360
62 C 3.252 -10.345 2.978
63 H 4.956 0.452 -0.876
64 C 3.931 -3.224 -0.285
65 N -2.074 1.317 1.198
66 H -0.184 -3.823 4.210
67 H -0.787 -7.368 3.424
68 H 3.244 -9.441 4.926
69 H 0.012 -8.284 8.219
70 C -0.105 -4.500 2.173
71 H -1.128 1.689 1.153
72 C 4.670 -0.579 -0.708
73 C 2.668 0.747 -4.307
74 C 3.486 -10.325 4.348
75 H -7.747 11.593 -6.786
76 P -2.880 2.000 2.614
77 C -6.589 9.920 -7.473
78 H 2.935 0.171 -7.635
79 H 0.582 -9.315 4.101
80 H -3.236 8.195 -3.845
81 H -3.862 7.878 -1.472
82 H -5.388 8.183 -7.863
83 C -2.187 -2.718 1.709
84 C 3.075 -2.196 0.090
85 H -2.441 4.388 2.951
86 H 1.230 1.963 -7.680
87 H 0.068 6.395 -0.633
88 C 0.376 -8.923 6.202
89 H -5.950 9.181 -3.736
90 H 2.774 -0.071 0.165
91 H -3.002 -2.026 1.529
92 O -5.573 3.783 2.004
93 C -4.512 4.430 2.266
94 O -4.343 1.179 2.652
95 H 3.641 -4.256 -0.124
96 C -1.166 -6.739 5.442
97 H 2.827 -9.477 2.489
98 H 0.974 -9.778 6.498
99 C -0.302 6.974 -2.668
100 H 5.827 -3.733 -1.156
101 H 3.188 2.302 -1.526
102 C -6.132 9.387 -4.785
103 C 2.592 0.616 -6.709
104 H 0.699 6.726 -3.001
105 C 1.190 2.188 -5.545
106 C -3.056 3.839 2.191
107 C 4.029 -11.439 4.976
108 H -0.249 -4.974 0.083
109 C 3.567 -11.477 2.237
110 C 1.704 1.749 -4.331

The total energy comes out at -71138.5257 eV. For the lowest unoccupied orbital energy, the calculation gives 1.8 eV. The charge is -1. For the HOMO energy, the calculation gives -4.0 eV.